Entry 1:
C22H32BCl4F3NO3S | ωB97M-V with the def2-TZVPD basis set

```
67
C22H32BCl4F3NO3S | OMol25 | ωB97M-V with the def2-TZVPD basis set
C 5.74249 4.06508 -1.84343
C 4.49333 3.85624 -1.44465
C 3.01358 3.64065 -0.78992
C 2.73773 2.01668 -0.88602
C 1.20647 1.58106 -0.80313
N 0.70904 0.85202 0.45076
C 0.97367 1.59964 1.73901
Cl 0.67715 3.44541 1.61957
C 2.45309 1.54710 2.37560
C 2.33012 2.26430 3.86006
C 1.15614 -0.62186 0.37792
C 2.68077 -1.08219 0.32768
C 3.10480 -1.29259 -1.24097
C 3.43736 -1.38916 -2.51425
C 0.17632 -1.68592 1.17909
C 0.70644 -2.48742 2.45292
C 1.55839 -1.68198 3.54348
O 1.12763 -1.11251 4.59999
C -1.19597 -0.82925 1.18748
S -1.68035 -0.67516 3.01697
B -2.49513 -1.71269 0.68930
C -4.04234 -1.16244 0.94786
O -2.41867 -3.00684 0.01757
C -0.81877 0.56128 0.37027
O -1.67420 1.49229 1.15114
C -1.57678 0.80650 -1.05512
C -1.31810 -0.25819 -2.23450
C -2.68440 -0.56379 -3.08380
F -2.22672 -1.03562 -4.38748
F -3.49313 -1.58584 -2.48266
F -3.47682 0.60933 -3.32254
H 6.84624 4.38191 -1.89900
H 3.14812 3.88388 0.33539
H 2.20136 4.26308 -1.31018
H 3.48132 1.51542 -0.17608
H 3.15922 1.76847 -1.95169
H 0.57672 2.54204 -1.01829
H 1.05333 0.93773 -1.76736
H 0.32216 1.23710 2.63706
H 3.23029 2.23367 1.83753
H 2.87198 0.50707 2.60339
H 1.26310 2.24933 4.28128
H 3.03490 1.79339 4.63604
H 2.62683 3.38666 3.74277
H 0.82681 -0.91271 -0.71075
H 2.86000 -2.14063 0.79089
H 3.48647 -0.40967 0.76377
H 3.76392 -1.74982 -3.55848
H 0.07613 -2.53865 0.38183
H 1.40430 -3.33916 2.05575
H -0.15113 -3.06388 2.99976
H 2.71262 -1.60372 3.35648
H -2.82990 0.13166 3.11887
H -4.34604 -1.17825 2.05551
H -4.78597 -1.88041 0.40148
H -4.21558 -0.12298 0.46768
H -2.36686 -3.67630 0.75082
H -2.61238 1.21323 1.14046
H -1.42438 1.88713 -1.47222
H -2.73894 0.76142 -0.91547
H -0.58067 0.20033 -2.99834
H -0.96486 -1.30891 -1.86958
C -6.19295 -3.33569 -4.45916
Cl -5.68495 -2.69482 -6.02887
Cl -7.84226 -3.97068 -4.55082
Cl -5.07269 -4.59052 -3.90758
H -6.17870 -2.52120 -3.73542
```

2S+1	1
net charge	+1
HOMO	-12.119	eV

=====

Entry 2:
C22H32BInN8O3S3 | ωB97M-V with the def2-TZVPD basis set

```
70
C22H32BInN8O3S3 | OMol25 | ωB97M-V with the def2-TZVPD basis set
In 1.16308 -0.46546 0.77880
C -0.20537 2.49062 1.15078
C -0.12066 3.15821 -0.20413
C -1.50065 3.50715 -0.76262
C 0.71805 2.38550 -1.23195
C 1.09985 2.81851 -2.49826
C 1.81931 1.77283 -3.01332
N 1.92396 0.81764 -2.11298
N 1.28744 1.18901 -1.00027
B 2.86889 -0.44412 -2.13934
N 2.06106 -1.72809 -2.18917
C 2.03857 -2.54350 -3.24800
C 1.06625 -3.51500 -2.98267
C 0.53377 -3.13061 -1.74742
N 1.15844 -2.02077 -1.27580
C -0.69953 -3.72965 -1.14040
C -1.92164 -3.48251 -2.02311
C -1.02542 -3.24159 0.26709
N 3.83086 -0.39217 -0.93196
C 5.13857 -0.00633 -1.00746
C 5.64116 -0.11128 0.26603
C 4.61376 -0.50575 1.11327
N 3.51533 -0.66478 0.38698
C 4.72365 -0.78865 2.58260
C 4.49572 -2.28701 2.82287
C 3.84514 0.07920 3.50356
H -0.71595 3.17951 1.81874
H 0.73862 2.33915 1.64964
H -0.73385 1.51639 1.10019
H 0.33688 4.10235 -0.08937
H -2.12028 2.61427 -0.99004
H -1.39047 4.05248 -1.69946
H -2.00691 4.24239 -0.08083
H 0.65820 3.72161 -3.00289
H 2.33431 1.68318 -3.95046
H 3.53712 -0.45625 -3.15164
H 2.82896 -2.54644 -3.97725
H 0.82539 -4.37871 -3.56695
H -0.57420 -4.81319 -1.12715
H -2.09173 -2.44123 -2.26700
H -2.78970 -3.88437 -1.49906
H -1.81530 -4.08978 -2.90489
H -1.25803 -2.17134 0.26415
H -0.19401 -3.41664 0.93759
H -1.87400 -3.86687 0.58849
H 5.52190 0.24158 -1.95226
H 6.65310 0.01637 0.55611
H 5.74123 -0.51386 2.83803
H 3.45803 -2.53212 2.58286
H 4.68631 -2.55260 3.85102
H 5.14036 -2.93789 2.28955
H 2.77136 -0.23069 3.37749
H 3.94754 1.13777 3.28324
H 4.09375 -0.15669 4.53341
O -6.90703 1.31583 -2.90306
S -6.33176 1.62869 -1.61336
O -7.16026 2.27177 -0.58758
O -4.98747 2.21421 -1.60751
S -5.97325 -0.44684 -0.88993
S -4.06538 -0.32860 -0.20112
C -4.50347 0.55968 1.28529
N -4.61032 1.89900 1.14699
C -4.84530 2.65695 2.20780
C -5.02930 2.02067 3.40687
C -4.95734 0.64612 3.52368
N -4.68688 -0.07863 2.42162
H -4.59356 2.19869 0.13336
H -4.86620 3.73240 2.16081
H -5.09733 2.61739 4.34033
H -5.16335 0.07287 4.40141
```

2S+1	1
net charge	0
HOMO	-7.669	eV

=====

Number 1: electronic energy -3700.67677 Ha, molecular weight 600.19 g/mol, LUMO energy -2.827 eV. Number 2: electronic energy -2930.90788 Ha, molecular weight 678.38 g/mol, LUMO energy -1.629 eV.